# 1
Below is a molecular structure, C26H71FN6O7Pd, with properties calculated with the ωB97M-V functional and the def2-TZVPD basis.

Each line ends with the Löwdin spin population.
Positions of all 112 atoms, in Å:
Pd 1.73 11.44 8.70  0.6485
F 0.39 14.56 9.00  0.3516
C -0.65 12.94 3.56  0.0207
C 0.39 11.72 3.58  0.0948
O 1.24 11.65 4.66  0.8221
H -1.44 12.78 2.83  -0.0003
H -0.11 13.86 3.36  0.0016
H -1.02 13.06 4.58  -0.0001
H 0.94 11.73 2.64  0.0059
H -0.20 10.82 3.71  0.0554
C -0.19 7.46 10.98  0.0000
C -0.30 7.42 9.50  0.0001
C -1.52 8.22 8.97  0.0000
O -1.49 9.61 9.33  0.0002
C -2.73 10.24 8.89  -0.0001
N 1.00 7.92 8.96  -0.0002
H -0.43 6.53 11.48  0.0000
H -0.94 8.07 11.49  0.0000
H 0.75 7.82 11.40  0.0000
H -0.42 6.38 9.19  0.0000
H -2.31 7.73 9.54  0.0000
H -1.75 8.01 7.93  0.0000
H -3.55 9.70 9.35  0.0000
H -2.76 10.40 7.82  0.0000
H -2.73 11.22 9.36  -0.0001
H 1.80 7.41 9.31  -0.0001
H 1.06 7.62 7.99  -0.0001
C 0.81 3.38 2.09  0.0000
C 0.41 3.65 3.52  0.0000
C 0.27 2.35 4.32  0.0000
O -0.66 1.42 3.78  0.0000
C -2.03 1.77 3.73  0.0000
N 1.53 4.49 3.99  0.0000
H 0.08 2.80 1.52  0.0000
H 1.65 2.68 2.05  0.0000
H 1.03 4.26 1.48  0.0000
H -0.49 4.27 3.58  0.0000
H 0.01 2.62 5.34  0.0000
H 1.13 1.71 4.52  0.0000
H -2.39 2.13 4.70  0.0000
H -2.73 1.00 3.40  0.0000
H -2.24 2.52 2.97  0.0000
H 2.43 4.03 3.99  0.0000
H 1.66 5.24 3.33  0.0000
C -1.30 20.11 5.80  0.0000
C -1.19 18.88 4.93  0.0000
C -1.64 19.20 3.50  0.0000
O -3.09 18.97 3.38  0.0000
C -3.45 18.19 2.27  0.0000
N 0.15 18.45 5.09  0.0000
H -1.64 20.96 5.20  0.0000
H -0.49 20.60 6.33  0.0000
H -2.13 20.04 6.51  0.0000
H -1.86 18.11 5.31  0.0000
H -1.05 18.47 2.94  0.0000
H -1.25 20.12 3.07  0.0000
H -4.53 18.06 2.26  0.0000
H -2.95 17.23 2.41  0.0000
H -3.14 18.62 1.31  0.0000
H 0.43 18.38 6.06  0.0000
H 0.05 17.48 4.82  0.0000
C -5.94 11.04 -5.87  0.0000
C -5.83 10.50 -4.42  0.0000
C -4.39 10.09 -4.03  0.0000
O -4.31 9.19 -2.88  0.0000
C -3.14 9.50 -2.11  0.0000
N -6.45 11.43 -3.37  0.0000
H -5.49 12.03 -5.89  0.0000
H -6.98 11.22 -6.12  0.0000
H -5.44 10.41 -6.61  0.0000
H -6.42 9.60 -4.30  0.0000
H -3.82 11.02 -3.97  0.0000
H -3.84 9.71 -4.90  0.0000
H -3.27 10.46 -1.62  0.0000
H -2.18 9.54 -2.62  0.0000
H -3.17 8.81 -1.27  0.0000
H -7.40 11.62 -3.66  0.0000
H -6.59 10.96 -2.49  0.0000
C -6.37 9.26 3.33  0.0000
C -7.45 10.16 2.75  0.0000
C -7.32 11.64 2.93  0.0000
O -7.14 11.84 4.34  0.0000
C -6.85 13.23 4.70  0.0000
N -7.64 9.88 1.31  0.0000
H -6.78 8.25 3.46  0.0000
H -6.00 9.56 4.32  0.0000
H -5.48 9.22 2.71  0.0000
H -8.26 9.72 3.32  0.0000
H -8.22 12.12 2.55  0.0000
H -6.48 12.05 2.38  0.0000
H -7.21 13.47 5.70  0.0000
H -7.36 13.86 3.97  0.0000
H -5.80 13.53 4.72  0.0000
H -6.83 9.44 0.89  0.0000
H -8.43 9.25 1.31  0.0000
C 8.91 17.04 7.04  0.0000
C 7.79 16.99 5.94  0.0000
C 8.07 16.14 4.72  0.0000
O 7.00 16.28 3.74  0.0000
C 6.86 15.14 2.96  0.0000
N 6.71 16.28 6.53  0.0000
H 8.74 17.79 7.81  0.0000
H 9.87 17.29 6.60  0.0000
H 8.98 16.06 7.51  0.0000
H 7.43 17.99 5.67  0.0000
H 8.22 15.18 5.21  0.0000
H 9.02 16.42 4.26  0.0000
H 6.36 15.40 2.03  0.0000
H 6.24 14.49 3.57  0.0000
H 7.73 14.56 2.63  0.0000
H 6.13 15.93 5.77  0.0000
H 6.19 16.97 7.06  0.0000

Output
frontier orbital gap (alpha / beta) = 7.830 / 4.969 eV
maximum force = 0.0618 hartree/bohr
E = -57569.3828 eV
multiplicity = 3



# 2
Below is a single C5H10O2 molecule, with properties calculated with the ωB97M-V functional and the def2-TZVPD basis.

Each line ends with the Mulliken charge.
Positions of all 17 atoms, in Å:
C -0.43 -1.91 0.69  -0.7131
O 0.44 -0.79 0.87  -0.4409
C 0.17 0.33 0.03  1.5227
C 0.11 -0.03 -1.45  -1.6250
C 1.24 1.41 0.27  -1.5879
C -1.15 0.88 0.57  -0.2127
O -2.15 1.11 -0.07  -0.4758
H -1.50 -1.66 0.65  0.3201
H -0.29 -2.58 1.55  0.2636
H -0.17 -2.47 -0.22  0.2644
H -0.73 -0.69 -1.68  0.3724
H 1.05 -0.51 -1.76  0.4140
H -0.02 0.87 -2.07  0.3866
H 2.21 1.14 -0.18  0.3701
H 0.92 2.35 -0.21  0.3922
H 1.39 1.61 1.33  0.3756
H -1.10 0.96 1.68  0.3736

Output
frontier orbital gap = 10.494 eV
maximum force = 0.0115 hartree/bohr
ΔE to the lowest compared entry with this formula, charge and spin = 39.60 kcal/mol
E = -9441.3258 eV
SMILES string = COC(C)(C)C=O